(1)
A structure of composition C24H47AlBrF7N4P2S, computed with wB97M-V/def2-TZVPD.

The geometry in XYZ format:
```
87
Properties=species:S:1:pos:R:3:forces:R:3
C 2.570964 1.271493 0.639679 0.6 0.6 0.7
C 1.800193 2.656085 0.439901 0.5 0.7 -0.4
C 1.011001 2.829340 -0.913956 0.5 -0.1 -0.8
C 1.963381 2.937001 -2.220427 -0.7 0.4 0.7
C -0.098530 1.746510 -1.266722 -2.4 2.0 1.1
N 0.249608 0.322286 -1.446130 -1.1 -2.0 1.3
C 0.154252 -0.335906 -2.752797 -0.5 -0.4 -0.4
Br 2.026945 -0.342206 -3.521974 -0.6 -0.2 0.2
C -0.771106 0.291744 -3.869294 0.9 0.1 -1.6
C -0.424667 -0.420461 -5.285244 -0.5 0.7 -0.3
C -0.078761 -0.439784 -0.233049 -1.0 3.2 -0.9
N 0.374692 -1.643466 0.109437 -0.2 -0.7 0.9
C -0.088262 -2.365193 1.350945 -1.0 -0.3 0.4
C 0.982293 -2.399955 2.531609 -0.8 -0.9 0.5
C 1.307546 -3.946625 2.879878 0.4 1.3 -0.8
S 3.003604 -4.079225 3.668753 -0.4 0.1 -0.1
P 1.585160 -2.544277 -0.861240 1.0 1.4 -2.4
C 0.884111 -4.216482 -1.364554 -1.0 -0.8 0.6
C 1.545680 -4.817891 -2.684068 0.0 -0.2 0.6
C 3.244421 -2.674687 0.011852 -0.1 -2.0 1.4
C 4.340892 -3.112880 -1.078558 -1.1 0.0 0.0
N -1.004016 0.368467 0.569793 3.0 -0.7 -0.4
C -0.597464 0.658305 1.967707 0.5 -1.4 2.0
C -1.614626 0.144775 3.073965 0.5 1.1 1.2
N -1.566179 0.747358 4.224477 -0.7 -1.6 -2.2
C -1.343971 1.530856 -0.268158 -2.5 -0.8 -2.6
C -2.592130 0.939435 -1.131002 -0.2 -0.9 -0.2
C -3.836004 0.533587 -0.200621 -0.3 -0.2 -1.1
C -4.596823 -0.699140 -0.866051 -0.7 0.0 -0.2
F -5.945312 -0.758113 -0.492606 2.5 0.0 -0.5
F -4.015029 -1.929591 -0.514888 -0.9 2.1 -0.8
F -4.618649 -0.615215 -2.275939 0.2 -0.3 2.5
P -2.028440 3.145756 0.399546 2.4 1.9 2.2
C -2.798674 4.255128 -0.907209 -0.9 -0.2 -0.1
C -3.014686 3.018412 1.983245 -1.2 -0.3 0.9
H 2.251740 0.849665 1.645887 0.4 0.1 -1.4
H 2.479400 0.541056 -0.217880 -0.1 0.7 1.0
H 3.688670 1.489370 0.747159 -1.5 -0.4 -0.1
H 2.609050 3.467388 0.450954 -1.2 -1.0 0.0
H 1.108701 2.939377 1.300806 0.9 -0.6 -1.0
H 0.474958 3.839040 -0.872060 0.4 -1.5 0.1
H 1.338338 2.774597 -3.165108 1.0 0.0 1.2
H 2.786982 2.170846 -2.133712 -0.8 1.0 -0.4
H 2.353581 4.005860 -2.282995 -0.2 -1.5 0.2
H -0.654043 2.301269 -2.100811 1.1 -1.7 0.3
H -0.225807 -1.400268 -2.579838 1.1 1.3 -0.3
H -0.510459 1.390775 -4.041921 -0.6 -1.4 0.5
H -1.882520 0.149366 -3.733224 1.4 0.2 0.4
H -1.351675 -0.384257 -5.954127 1.2 -0.2 1.0
H 0.361921 0.182996 -5.839582 -0.8 -1.0 0.8
H -0.064766 -1.483523 -5.159834 -0.5 1.2 -0.2
H -1.107954 -1.955314 1.656600 1.5 -0.4 -0.3
H -0.289882 -3.450869 1.053210 0.3 1.5 0.1
H 1.928660 -1.819681 2.335990 -1.2 -0.6 0.0
H 0.480096 -1.984323 3.462728 0.8 -0.2 -1.1
H 1.321767 -4.593309 1.942215 -0.2 0.8 1.2
H 0.504509 -4.283530 3.599363 1.2 0.0 -0.7
H 3.743852 -3.132037 2.988184 -0.9 -0.6 0.2
H 0.922433 -5.016126 -0.556677 -0.1 0.9 -0.9
H -0.227123 -4.040045 -1.586024 1.5 0.0 0.4
H 1.658875 -4.067460 -3.522390 0.0 -0.7 1.1
H 2.530540 -5.296757 -2.381342 -1.1 0.7 -0.7
H 0.867117 -5.645042 -3.050286 0.8 0.9 0.4
H 3.529817 -1.775192 0.630983 -0.5 -0.7 -1.0
H 3.166139 -3.551618 0.746200 0.3 1.3 -0.7
H 4.641421 -4.183532 -0.866676 0.0 1.4 -0.2
H 5.200295 -2.384492 -1.044371 -0.9 -1.0 -0.3
H 3.830756 -3.131866 -2.101512 1.0 0.3 1.2
H 0.375949 0.085734 2.158590 -1.3 0.9 -0.1
H -0.367834 1.736003 2.206346 -0.4 -1.0 -0.6
H -2.309343 -0.734568 2.879956 0.8 1.0 -0.1
H -2.245592 0.305475 4.866728 0.5 0.3 -0.2
H -2.311860 -0.024259 -1.680284 -0.1 1.3 0.7
H -2.954023 1.665132 -1.924308 0.5 -0.8 1.0
H -4.574182 1.387743 -0.180736 0.7 -1.0 0.2
H -3.546520 0.243162 0.849357 -0.3 0.3 -1.2
H -2.534779 5.327361 -0.619085 -0.1 -1.6 -0.4
H -2.379910 4.008438 -1.941252 -0.7 0.4 1.4
H -3.928236 4.186940 -0.859770 1.2 0.0 -0.6
H -3.591241 3.989942 2.167052 0.9 -1.2 -0.6
H -3.782320 2.188618 2.043538 0.7 0.9 -0.1
H -2.345823 2.901648 2.901556 -0.6 0.2 -1.5
F 0.682915 4.114962 3.847790 -0.1 -0.3 1.3
Al 0.604312 4.032390 5.616771 0.0 0.1 0.4
F 1.215846 2.464221 6.154827 -0.5 1.4 -0.6
F -1.073582 4.221325 6.136677 1.5 -0.2 -0.6
F 1.589423 5.321927 6.310038 -0.9 -1.3 -0.7
```
Forces are in eV/Å.

Calculated values
Relative energy (zero: lowest compared OMol25 entry of this formula, charge and spin) = 0.000 eV
E_HOMO = -7.9624 eV
E_LUMO = -0.977 eV
Kohn-Sham gap = 6.99 eV

(2)
The ion CH4N2O3P with charge -1, computed with wB97M-V/def2-TZVPD.

The geometry in XYZ format:
```
11
Properties=species:S:1:pos:R:3:forces:R:3
C -0.516201 0.045189 0.426577 0.9 -6.2 4.6
N -1.420046 0.847907 0.894658 -1.3 -1.8 1.0
N 2.169147 0.668536 0.024353 -1.7 -1.3 0.8
O 0.143734 2.198644 -0.906779 -0.2 0.9 0.6
O -0.499737 -1.305056 1.260391 0.2 6.5 -4.5
O 0.731617 -0.066817 -1.995444 -0.2 0.2 0.6
P 0.644411 0.813480 -0.790072 1.1 -1.1 -2.3
H -2.036149 0.275581 1.483398 0.0 0.9 0.0
H -1.632810 1.726792 0.495449 0.0 0.9 -0.5
H 1.909082 0.841328 0.997896 0.4 0.9 0.2
H 2.093211 -0.365730 0.122628 0.9 0.3 -0.5
```
Forces are in eV/Å.

Calculated values
Relative energy (zero: lowest compared OMol25 entry of this formula, charge and spin) = 2.472 eV
E_HOMO = -5.1723 eV
E_LUMO = 4.053 eV
Net charge = -1
SMILES = NC(=O)[P@](N)(=O)[O-]
Kohn-Sham gap = 9.23 eV

(3)
A structure of composition C17H15ClO3Rh, computed with wB97M-V/def2-TZVPD.

The geometry in XYZ format:
```
37
Properties=species:S:1:pos:R:3:forces:R:3
C -2.199080 -1.544698 -1.616730 -1.9 0.2 -0.7
C -1.579833 -1.734018 -2.898238 -2.1 -0.5 -0.7
C -1.341737 -0.436545 -3.448159 -1.5 -0.1 -1.4
H -1.373146 -2.689001 -3.355344 0.0 0.1 0.0
C -1.750347 0.543152 -2.503028 -1.7 0.4 -0.3
C -2.293310 -0.133333 -1.379883 -2.0 -0.2 -0.9
H -2.815192 0.326283 -0.554805 0.5 -0.1 0.1
H -2.563578 -2.324478 -0.962289 0.3 0.2 0.0
H -0.978525 -0.239695 -4.446843 0.2 0.0 0.2
H -1.765548 1.616425 -2.644500 0.2 -0.1 0.1
Rh -0.213681 -0.796475 -1.671371 6.2 2.1 2.6
Cl 0.218278 -2.626334 -0.302395 0.2 -2.3 1.6
C 2.234335 -0.493177 -1.264389 0.1 -0.2 -1.3
C 1.828988 0.736979 -1.858530 0.4 -0.8 -0.9
C 1.336450 0.450376 -3.171438 1.1 0.4 0.9
H 1.982293 1.721778 -1.435300 -0.4 -0.2 0.0
C 1.449486 -0.953775 -3.392218 1.1 -0.5 0.7
C 2.011304 -1.551330 -2.220614 0.5 1.5 -0.6
H 2.264873 -2.589932 -2.080770 -0.2 0.1 0.0
H 2.698541 -0.618997 -0.300639 -0.3 0.0 0.1
H 1.062707 1.208579 -3.890739 -0.3 -0.1 0.0
H 1.243449 -1.492005 -4.301479 -0.2 0.0 -0.1
O 1.508034 2.119682 1.894583 -0.4 -0.2 0.6
C 0.791078 1.537830 2.901219 -0.1 -0.2 -0.1
C 1.085490 1.936048 4.215957 -0.1 -0.2 -0.5
C 0.371112 1.393851 5.274070 -0.1 -0.1 -0.6
C -0.652261 0.458051 5.049161 0.2 0.1 0.3
C -0.943024 0.055326 3.762403 0.9 0.7 -0.5
C -0.216104 0.569905 2.671476 -0.1 0.5 1.0
C -0.631403 0.115830 1.315003 0.2 -0.1 -0.4
O -1.612083 -0.620118 1.202600 0.2 0.3 0.2
O 0.123654 0.553711 0.363477 -0.5 -0.2 0.0
H 1.140239 1.728466 1.067687 -0.1 -0.4 -0.1
H 1.890067 2.664371 4.326225 -0.3 -0.2 0.2
H 0.627480 1.717377 6.263131 0.0 0.0 0.5
H -1.218059 0.038875 5.874784 0.1 0.1 0.1
H -1.720956 -0.648990 3.517937 -0.1 -0.1 0.1
```
Forces are in eV/Å.

Calculated values
E_HOMO (spin up / spin down) = -2.9926 / -4.8498 eV
Expectation value of S² = 6.02
E_LUMO (spin up / spin down) = 3.278 / 2.470 eV
Spin multiplicity = 5
Net charge = -1
Kohn-Sham gap (spin up / spin down) = 6.27 / 7.32 eV

In eV/A, the F_max values for the records above are, in order, 3.76; 7.88; 7.06.